Record 1
{
  "formula": "C23H29N7O6",
  "method": "ωB97M-V/def2-TZVPD",
  "elements": ["C", "N", "O", "O", "H", "H", "H", "C", "N", "O", "O", "H", "H", "H", "C", "N", "O", "O", "H", "H", "H", "C", "C", "C", "N", "C", "C", "H", "H", "H", "H", "H", "C", "C", "C", "N", "C", "C", "H", "H", "H", "H", "H", "C", "C", "C", "N", "C", "C", "H", "H", "H", "H", "H", "C", "C", "C", "N", "C", "C", "H", "H", "H", "H", "H"],
  "coordinates": [[-0.0123, 4.3361, 1.1632], [-0.6344, 5.7125, 1.3659], [-1.0539, 5.8098, 2.5031], [-0.6989, 6.5632, 0.5367], [0.9102, 4.2089, 1.6705], [0.0983, 4.3296, 0.0645], [-0.7927, 3.6477, 1.4603], [-2.7525, -2.1982, 2.6191], [-2.4560, -2.7584, 1.2404], [-2.7358, -2.0959, 0.2263], [-2.0670, -3.8987, 1.2220], [-3.7658, -2.6136, 2.7177], [-2.6859, -1.1434, 2.5057], [-2.0241, -2.6380, 3.2866], [-1.2519, 0.8628, -0.1228], [-0.3301, 0.7286, 1.0685], [-0.8094, 0.1584, 2.0395], [0.8130, 1.1239, 0.9966], [-0.8182, 0.1329, -0.7920], [-1.0712, 1.8890, -0.4366], [-2.2264, 0.5751, 0.3145], [2.2927, -5.9069, 1.2584], [1.5516, -4.7610, 1.5982], [1.7859, -3.5286, 0.9123], [2.5924, -3.4355, -0.1351], [3.3114, -4.5621, -0.4389], [3.1696, -5.7719, 0.1731], [2.2271, -6.8675, 1.8159], [0.7090, -4.8451, 2.2571], [1.2119, -2.6582, 1.1573], [3.9725, -4.4130, -1.2519], [3.7601, -6.6229, -0.1327], [0.0570, -2.0226, -2.6038], [-1.3628, -1.8327, -2.7319], [-1.7416, -0.6387, -3.4269], [-0.8797, 0.2157, -3.9560], [0.4502, -0.0182, -3.8370], [0.9754, -1.1050, -3.1225], [0.4583, -2.9158, -2.1158], [-2.0992, -2.5624, -2.3543], [-2.8328, -0.4246, -3.5368], [1.0725, 0.7338, -4.3362], [2.0152, -1.3384, -3.0994], [-5.9771, 3.5229, 1.9618], [-5.4230, 3.4090, 0.7046], [-4.1490, 2.8189, 0.5778], [-3.4189, 2.3984, 1.5936], [-3.9560, 2.5768, 2.8037], [-5.2616, 3.0103, 3.0135], [-7.0094, 3.8297, 2.0888], [-6.0195, 3.5425, -0.1998], [-3.6457, 2.6039, -0.3858], [-3.3105, 2.0505, 3.5558], [-5.7405, 3.0451, 3.9734], [5.9042, -0.1142, -1.4499], [6.4356, 1.0559, -1.9861], [5.6203, 2.1964, -2.1519], [4.3325, 2.2148, -1.7979], [3.8326, 1.0751, -1.2767], [4.5823, -0.1144, -1.0037], [6.5475, -0.9728, -1.3785], [7.4755, 1.0785, -2.2542], [5.9655, 3.1809, -2.4793], [2.7652, 1.2079, -1.0452], [4.1186, -1.0666, -0.6068]],
  "forces_ev_per_a": [[-1.36, 1.02, -2.95], [0.45, -1.61, 2.48], [-0.44, 0.64, 0.46], [0.21, 0.38, -1.30], [0.60, 0.20, 0.59], [0.38, -0.54, 0.49], [0.10, -0.17, 0.24], [-0.36, -1.01, -1.59], [-0.46, 0.68, -0.96], [0.47, -0.66, 1.69], [0.37, -0.32, -0.25], [0.28, 0.52, 0.69], [-0.19, 0.78, 0.32], [-0.12, 0.03, 0.16], [0.71, -0.19, 1.50], [-0.50, -0.53, 0.38], [0.46, 0.18, -0.05], [-0.20, 0.13, -0.09], [-0.29, -0.05, -0.58], [-0.57, -0.15, -0.37], [0.48, 0.51, -0.92], [-0.32, 0.81, 0.06], [0.57, -0.09, -0.86], [-0.34, -2.00, -0.22], [0.98, -0.90, 0.54], [-1.30, 1.59, 0.05], [0.09, -0.70, 1.04], [-0.24, 0.89, -0.58], [0.03, 0.19, 0.62], [-0.24, 0.40, 0.19], [0.63, -0.13, -0.75], [0.12, 0.04, -0.14], [-1.41, -0.28, 0.14], [1.72, 1.03, -0.68], [-0.58, -1.58, 0.91], [0.76, 0.00, 0.04], [-0.64, 0.08, 0.29], [-1.71, 0.14, -0.78], [-0.28, 0.27, -0.05], [0.57, 0.61, -0.18], [1.02, -0.02, -0.04], [-0.04, -0.42, 0.28], [0.61, 0.18, 0.18], [-0.34, -0.56, -0.79], [0.49, -0.83, -1.08], [-0.08, 0.12, -1.02], [-0.23, 0.83, 0.42], [0.60, -2.11, 0.79], [0.71, 0.69, 0.70], [0.15, 0.18, 0.01], [0.29, 0.45, 0.28], [-0.85, 0.43, 0.26], [-0.99, 1.07, -0.09], [0.30, -0.20, 0.51], [-0.40, 0.84, 0.14], [-0.61, 0.72, -0.16], [0.15, -0.35, 0.72], [0.23, -1.26, 0.09], [0.02, -0.11, 0.45], [-0.96, 0.08, -0.81], [0.01, -0.30, 0.19], [0.24, 0.12, -0.22], [0.38, -0.55, -0.19], [0.48, -0.68, 0.16], [0.37, 1.45, -0.37]],
  "orbital_gap_ha": 0.3433,
  "energy_ha": -1728.197542,
  "fmax_ev_per_a": 3.41
}


Record 2
{
  "formula": "C23H30AsAuN3O3PSTe",
  "method": "ωB97M-V/def2-TZVPD",
  "elements": ["Au", "N", "C", "C", "C", "C", "C", "C", "N", "C", "C", "C", "S", "C", "N", "H", "H", "H", "H", "H", "H", "H", "C", "As", "C", "C", "C", "C", "C", "C", "C", "C", "H", "H", "H", "H", "H", "H", "H", "H", "H", "H", "H", "H", "H", "C", "C", "O", "P", "O", "Te", "O", "C", "C", "H", "H", "H", "H", "H", "H", "H", "H", "H", "H"],
  "coordinates": [[-1.9651, 0.6588, 0.7057], [-4.4651, 0.1178, -2.9148], [-4.3267, -1.2580, -3.0042], [-5.1089, -2.2454, -3.5949], [-4.6527, -3.5430, -3.4718], [-3.4637, -3.8492, -2.7877], [-2.6925, -2.8647, -2.2055], [-3.1397, -1.5490, -2.3196], [-2.5816, -0.3781, -1.8338], [-3.3898, 0.5691, -2.2003], [-3.1524, 1.9662, -1.8374], [-3.5699, 3.0841, -2.4836], [-2.9837, 4.4772, -1.6851], [-2.2288, 3.4956, -0.5241], [-2.3870, 2.2175, -0.7141], [-5.2392, 0.6664, -3.2438], [-6.0258, -2.0165, -4.1238], [-5.2274, -4.3475, -3.9129], [-3.1528, -4.8837, -2.7182], [-1.7773, -3.0872, -1.6717], [-4.1407, 3.1520, -3.3958], [-1.6615, 3.8979, 0.3047], [3.0493, 2.3209, -2.3923], [1.1300, 2.2891, -1.9991], [1.3083, 2.1418, -0.0578], [0.7115, 0.3892, -2.3995], [1.6458, -0.6179, -1.8139], [2.7571, -1.0784, -2.5190], [3.6333, -1.9916, -1.9489], [3.4130, -2.4638, -0.6618], [2.3052, -2.0195, 0.0482], [1.4313, -1.1057, -0.5234], [3.5513, 1.4497, -1.9720], [3.4666, 3.2246, -1.9481], [3.2181, 2.3560, -3.4682], [2.0205, 1.3680, 0.2299], [0.3344, 1.8931, 0.3581], [1.6307, 3.1051, 0.3386], [0.6631, 0.3134, -3.4870], [-0.2997, 0.2424, -2.0173], [2.9351, -0.7181, -3.5268], [4.4902, -2.3386, -2.5133], [4.0967, -3.1768, -0.2182], [2.1101, -2.3768, 1.0520], [0.5653, -0.7710, 0.0426], [3.7215, 0.6254, 2.4901], [2.4788, 1.3303, 2.9731], [1.3643, 0.4245, 2.8102], [-0.0216, 0.8216, 3.5191], [-0.4014, 2.2304, 3.3302], [-1.5560, -0.8800, 2.6920], [0.2365, 0.5146, 5.0716], [0.7542, -0.7579, 5.4915], [0.4342, -0.9381, 6.9551], [4.5846, 1.2876, 2.5798], [3.6167, 0.3293, 1.4453], [3.9121, -0.2721, 3.0802], [2.2747, 2.2310, 2.3927], [2.5629, 1.6188, 4.0243], [1.8319, -0.7743, 5.3116], [0.3066, -1.5552, 4.8917], [0.8338, -0.1071, 7.5371], [0.8755, -1.8645, 7.3261], [-0.6441, -0.9798, 7.1082]],
  "forces_ev_per_a": [[0.04, -0.04, 0.26], [0.05, -0.02, -0.07], [-0.03, 0.04, -0.01], [0.01, 0.01, 0.00], [-0.01, -0.01, -0.01], [0.01, -0.01, 0.00], [-0.01, 0.01, 0.00], [-0.07, 0.07, -0.04], [0.03, -0.26, -0.03], [-0.03, 0.07, 0.07], [0.01, 0.05, 0.00], [0.05, 0.02, -0.04], [-0.02, 0.01, -0.03], [0.18, 0.00, 0.09], [-0.30, -0.04, -0.21], [-0.01, 0.00, 0.03], [0.03, -0.01, 0.02], [0.01, 0.01, 0.01], [0.00, 0.03, 0.00], [-0.02, 0.00, -0.02], [0.02, 0.01, 0.04], [-0.06, -0.03, -0.01], [-0.01, 0.00, -0.04], [-0.01, 0.02, 0.00], [0.06, 0.06, -0.19], [0.02, 0.05, 0.00], [-0.03, -0.03, 0.06], [0.02, 0.00, 0.02], [0.01, 0.00, -0.01], [-0.02, 0.00, 0.01], [-0.03, 0.04, -0.03], [-0.04, -0.01, 0.01], [0.00, 0.00, 0.01], [0.01, 0.01, -0.01], [0.01, -0.01, 0.00], [-0.05, 0.04, -0.08], [-0.02, 0.01, 0.21], [-0.03, 0.00, 0.00], [0.04, -0.02, -0.02], [0.01, -0.01, -0.01], [0.00, 0.00, 0.01], [-0.01, 0.00, 0.00], [0.00, 0.00, -0.01], [0.01, 0.00, 0.00], [0.07, -0.03, -0.04], [0.05, -0.02, -0.01], [-0.08, 0.01, 0.02], [0.12, -0.03, 0.05], [-0.14, -0.06, -0.14], [0.03, 0.04, 0.02], [0.10, 0.07, 0.01], [0.02, -0.05, 0.05], [0.00, 0.06, -0.05], [-0.01, 0.02, 0.05], [-0.01, 0.00, 0.00], [0.00, -0.01, 0.02], [-0.01, 0.00, -0.01], [0.01, -0.02, 0.08], [0.01, -0.02, 0.01], [0.01, 0.02, 0.00], [-0.01, -0.01, 0.00], [0.00, -0.01, -0.01], [-0.01, 0.00, -0.02], [0.01, 0.01, 0.00]],
  "orbital_gap_ha": 0.2634,
  "energy_ha": -4663.583446,
  "fmax_ev_per_a": 0.37
}


Record 3
{
  "formula": "C23H30AsCrN2O6S",
  "method": "ωB97M-V/def2-TZVPD",
  "elements": ["Cr", "O", "C", "O", "C", "C", "C", "C", "C", "N", "C", "O", "O", "H", "H", "H", "H", "H", "C", "As", "C", "C", "S", "H", "H", "H", "H", "H", "H", "H", "H", "H", "C", "C", "C", "C", "C", "C", "C", "C", "C", "C", "O", "O", "H", "H", "H", "H", "H", "H", "H", "H", "H", "H", "H", "C", "C", "C", "N", "H", "H", "H", "H", "H"],
  "coordinates": [[-0.7224, -0.5254, 0.0310], [-3.0557, 2.9161, -0.6407], [-2.2490, 1.9432, -0.2843], [-2.1119, 0.9031, -0.9122], [-1.4562, 2.1761, 0.9659], [-1.5218, 3.2330, 1.8064], [-0.6481, 3.1949, 2.9471], [0.1956, 2.1479, 3.1472], [0.2135, 1.0748, 2.2174], [-0.6353, 1.1397, 1.1511], [0.9621, -0.1199, 2.1936], [1.8933, -0.4353, 3.0944], [0.7738, -0.9780, 1.2669], [-3.5145, 2.6473, -1.4560], [-2.1953, 4.0572, 1.6188], [-0.6647, 4.0098, 3.6575], [0.8427, 2.1392, 4.0171], [2.0495, 0.2988, 3.7008], [3.4912, -0.9411, -2.8811], [1.7613, -1.4714, -2.2794], [0.9051, -2.1755, -3.8186], [2.0940, -2.9063, -1.0623], [0.8281, 0.3265, -1.5850], [4.0007, -1.8095, -3.2934], [4.0478, -0.5465, -2.0371], [3.3858, -0.1723, -3.6414], [1.5829, -2.8961, -4.2722], [0.7271, -1.3466, -4.4981], [-0.0371, -2.6512, -3.5446], [2.0710, -3.8169, -1.6600], [1.3394, -2.9385, -0.2859], [3.0812, -2.7528, -0.6367], [-2.3579, -6.2199, -5.7943], [-2.2533, -5.2331, -4.6560], [-2.3745, -3.8667, -4.8823], [-2.2742, -2.9356, -3.8511], [-2.4246, -1.4588, -4.1375], [-2.0284, -3.4072, -2.5610], [-1.8910, -4.7701, -2.3028], [-1.6142, -5.2739, -0.9056], [-2.0169, -5.6664, -3.3569], [-1.8838, -2.4268, -1.4407], [-2.8286, -1.7587, -1.0429], [-0.6679, -2.2351, -0.9750], [-2.9323, -5.8068, -6.6244], [-2.8390, -7.1447, -5.4725], [-1.3677, -6.4826, -6.1760], [-2.5633, -3.5150, -5.8930], [-2.4375, -1.2743, -5.2120], [-1.6069, -0.8764, -3.7026], [-3.3490, -1.0698, -3.7074], [-2.2652, -4.7897, -0.1726], [-0.5838, -5.0697, -0.6061], [-1.7776, -6.3493, -0.8398], [-1.9315, -6.7315, -3.1595], [-3.5800, -2.1745, 4.4781], [-2.9572, -2.9405, 3.3053], [-2.3713, -2.0287, 2.3071], [-1.9355, -1.3367, 1.5127], [-3.9426, -2.8881, 5.2159], [-4.4189, -1.5665, 4.1433], [-2.8474, -1.5256, 4.9570], [-3.6940, -3.5538, 2.7881], [-2.1601, -3.6040, 3.6372]],
  "forces_ev_per_a": [[0.43, -0.14, -0.29], [-0.08, -0.17, -0.21], [0.26, 0.23, 0.47], [-0.16, -0.05, 0.09], [-0.10, -0.62, -0.65], [0.14, 0.52, 0.58], [-0.27, 0.18, -0.20], [0.16, -0.02, 0.13], [-0.05, -0.08, -0.08], [-0.06, 0.00, -0.16], [0.04, 0.07, -0.05], [0.11, -0.02, 0.09], [-0.21, -0.14, -0.06], [-0.01, 0.09, 0.06], [0.06, -0.03, 0.06], [-0.01, 0.01, -0.03], [-0.03, 0.01, -0.03], [0.00, -0.02, 0.01], [0.12, 0.06, -0.08], [-0.10, 0.11, 0.16], [-0.10, -0.08, -0.13], [0.11, 0.01, 0.20], [-0.02, 0.08, 0.18], [0.06, -0.01, -0.03], [0.07, 0.04, 0.04], [0.03, 0.04, -0.04], [-0.02, -0.07, -0.07], [-0.03, -0.01, -0.12], [0.32, 0.04, -0.06], [0.02, -0.05, 0.06], [0.08, -0.02, -0.05], [0.08, -0.07, 0.06], [0.00, 0.07, 0.07], [0.01, -0.05, -0.12], [-0.02, 0.11, -0.03], [-0.29, 0.02, -0.15], [-0.02, -0.10, 0.06], [0.08, -0.21, 0.21], [0.07, -0.18, 0.06], [-0.04, 0.05, -0.02], [0.02, -0.07, 0.03], [0.05, 0.39, -0.27], [0.03, -0.04, 0.02], [-0.59, 0.08, 0.03], [0.03, -0.01, 0.05], [0.02, 0.05, 0.00], [-0.03, 0.03, 0.03], [0.01, 0.00, 0.08], [0.00, -0.02, 0.04], [-0.04, -0.01, 0.02], [0.02, -0.04, 0.00], [0.01, 0.00, -0.04], [-0.01, 0.02, -0.03], [0.00, 0.04, -0.02], [-0.01, 0.07, 0.00], [0.01, -0.04, -0.02], [0.14, 0.40, -0.18], [-0.42, -0.53, 0.41], [0.13, 0.11, -0.02], [0.00, 0.03, -0.02], [0.02, -0.01, 0.01], [-0.02, -0.03, -0.01], [-0.05, 0.01, -0.04], [0.07, -0.01, 0.03]],
  "total_charge": 1,
  "s_squared": 6.041,
  "orbital_gap_ha": [0.2279, 0.2823],
  "energy_ha": -5133.758514,
  "multiplicity": 5,
  "fmax_ev_per_a": 0.90
}